(1)
ORCA calculation (wB97M-V/def2-TZVPD) on 5 unconnected molecules or ions with the total composition C34H73FO4 at a distorted geometry.

Positions of all 112 atoms, in Å:
C -0.200 1.050 0.338
C 0.440 1.028 -1.019
O 1.039 0.058 -1.436
O 0.241 2.157 -1.718
C 1.213 2.411 -2.743
C 0.766 1.914 -4.124
C -0.600 1.247 -4.141
C -1.790 2.185 -3.860
C -2.628 1.884 -2.623
C -2.910 0.410 -2.398
C -4.029 0.181 -1.405
O -4.624 -1.125 -1.535
C -3.731 -2.111 -1.581
O -3.497 -2.831 -2.526
F -3.088 -2.252 -0.412
H 0.167 0.221 0.918
H -1.277 0.999 0.218
H -0.004 2.001 0.817
H 1.340 3.485 -2.760
H 2.160 1.975 -2.460
H 1.487 1.168 -4.440
H 0.838 2.713 -4.850
H -0.734 0.843 -5.137
H -0.559 0.392 -3.480
H -1.392 3.188 -3.724
H -2.433 2.251 -4.726
H -2.183 2.297 -1.728
H -3.579 2.402 -2.735
H -3.102 -0.129 -3.318
H -2.009 -0.044 -1.988
H -4.806 0.919 -1.534
H -3.673 0.289 -0.384
C 0.512 -1.491 6.895
C 1.029 -1.910 5.522
C 0.343 -1.186 4.366
C -1.162 -1.431 4.249
C -1.561 -2.897 4.095
C -1.003 -3.548 2.832
H -0.546 -1.729 7.018
H 1.056 -2.007 7.687
H 0.637 -0.417 7.047
H 0.924 -2.992 5.405
H 2.101 -1.703 5.473
H 0.832 -1.470 3.430
H 0.510 -0.108 4.475
H -1.538 -0.871 3.386
H -1.671 -1.013 5.122
H -2.652 -2.957 4.071
H -1.246 -3.468 4.972
H -1.334 -3.013 1.939
H -1.344 -4.581 2.747
H 0.088 -3.563 2.833
C -0.309 -8.030 -5.303
C 0.335 -6.647 -5.314
C 1.177 -6.357 -4.073
C 0.402 -6.362 -2.754
C -0.769 -5.382 -2.693
C -0.351 -3.923 -2.839
H -1.006 -8.143 -4.472
H -0.868 -8.204 -6.224
H 0.448 -8.812 -5.218
H -0.438 -5.884 -5.432
H 0.979 -6.565 -6.194
H 1.674 -5.391 -4.199
H 1.978 -7.100 -4.006
H 1.099 -6.133 -1.943
H 0.030 -7.371 -2.553
H -1.275 -5.509 -1.733
H -1.509 -5.628 -3.460
H 0.362 -3.642 -2.060
H -1.221 -3.275 -2.751
H 0.111 -3.729 -3.809
C 3.491 -0.858 2.360
C 3.375 0.650 2.171
C 3.722 1.108 0.757
C 5.159 0.840 0.312
C 6.234 1.463 1.201
C 6.170 2.987 1.257
H 4.514 -1.210 2.222
H 3.180 -1.138 3.367
H 2.851 -1.386 1.649
H 3.995 1.167 2.909
H 2.343 0.949 2.381
H 3.511 2.180 0.671
H 3.044 0.610 0.059
H 5.281 1.217 -0.708
H 5.329 -0.238 0.255
H 7.214 1.165 0.819
H 6.167 1.057 2.214
H 6.268 3.417 0.258
H 6.977 3.385 1.873
H 5.229 3.336 1.685
C -0.869 4.915 -0.429
C -0.958 6.012 0.627
C -1.283 5.477 2.021
C -2.631 4.764 2.136
C -3.840 5.604 1.729
C -4.035 6.847 2.592
H -1.821 4.395 -0.553
H -0.598 5.335 -1.399
H -0.113 4.178 -0.162
H -1.698 6.758 0.324
H 0.000 6.538 0.674
H -1.242 6.302 2.737
H -0.496 4.778 2.324
H -2.761 4.434 3.172
H -2.615 3.852 1.532
H -4.734 4.979 1.803
H -3.760 5.896 0.679
H -4.151 6.577 3.643
H -4.929 7.392 2.287
H -3.190 7.532 2.510

Atoms 1-2, force components in eV/Å:
C -0.12 0.53 -0.44
C 0.08 -1.22 -0.02

The value obtained for the lowest unoccupied orbital energy is 0.49 eV. The total energy is -1740.11326 Eh. For the gap between HOMO and LUMO, the calculation gives 0.407 Eh. As for the HOMO energy: -10.6 eV.

(2)
ORCA calculation (wB97M-V/def2-TZVPD) on a molecular structure, C4H12AlFO2 at a distorted geometry.

Positions of all 20 atoms, in Å:
Al 0.252 2.118 2.101
F 2.236 0.238 1.140
C -1.110 -2.333 2.091
C -1.804 -1.510 1.028
O -1.356 -0.159 1.084
H -1.411 -1.918 3.055
H -0.028 -2.183 1.999
H -1.411 -3.366 1.934
H -2.882 -1.498 1.289
H -1.729 -1.902 0.009
H -1.644 0.290 0.273
C 1.134 0.475 -2.159
C 1.660 1.809 -1.566
O 0.622 2.413 -0.794
H 0.567 -0.055 -1.393
H 1.989 -0.113 -2.492
H 0.397 0.697 -2.932
H 1.974 2.452 -2.392
H 2.458 1.616 -0.847
H 0.087 2.927 -1.426

Atoms 1-2, force components in eV/Å:
Al 1.05 -1.34 -0.71
F -1.28 1.11 0.35

As for the net charge: +2. The value obtained for the lowest unoccupied orbital energy is -15.17 eV. The energy relative to the best compared isomer or geometry (same formula, charge and spin) comes out at 4.379 eV. The total energy is -651.38748 Eh. For the gap between HOMO and LUMO, the calculation gives 0.120 Eh. As for the HOMO energy: -18.4 eV.

(3)
ORCA calculation (wB97M-V/def2-TZVPD) on 3 unconnected molecules or ions with the total composition C38H38NO6.

Positions of all 83 atoms, in Å:
C 0.173 3.925 -1.272
O -0.499 2.681 -1.293
C -1.889 2.796 -1.014
C -2.384 1.574 -0.262
C -2.004 0.251 -0.936
C -0.581 -0.223 -0.620
C -0.379 -1.720 -0.862
C -0.689 -2.148 -2.287
N 0.278 -1.588 -3.308
C 0.504 -2.448 -4.523
C 1.728 -1.781 -5.161
O 2.271 -0.945 -4.125
C 1.715 -1.337 -2.921
H -0.320 4.655 -1.921
H 0.219 4.327 -0.255
H 1.185 3.762 -1.638
H -2.091 3.688 -0.413
H -2.431 2.898 -1.963
H -3.470 1.658 -0.189
H -2.013 1.595 0.765
H -2.711 -0.532 -0.638
H -2.128 0.380 -2.020
H 0.126 0.372 -1.199
H -0.343 -0.001 0.423
H 0.621 -2.054 -0.575
H -1.076 -2.280 -0.232
H -0.672 -3.229 -2.419
H -1.671 -1.780 -2.582
H -0.068 -0.688 -3.646
H -0.391 -2.473 -5.138
H 0.717 -3.445 -4.140
H 2.448 -2.527 -5.494
H 1.476 -1.124 -5.991
H 2.108 -2.289 -2.548
H 1.824 -0.552 -2.183
C -3.854 8.437 2.648
C -2.993 7.654 1.887
C -3.164 6.282 1.837
C -4.197 5.682 2.550
C -5.058 6.469 3.317
C -4.884 7.847 3.361
C -6.170 5.860 4.104
O -6.927 6.543 4.755
C -6.309 4.374 4.059
C -7.315 3.774 4.806
C -7.468 2.398 4.781
C -6.617 1.615 4.009
C -5.614 2.208 3.262
C -5.454 3.590 3.284
C -4.366 4.204 2.474
O -3.642 3.522 1.774
H -3.720 9.510 2.684
H -2.187 8.119 1.334
H -2.506 5.654 1.253
H -5.566 8.434 3.961
H -7.965 4.405 5.397
H -8.250 1.932 5.365
H -6.739 0.540 3.992
H -4.939 1.620 2.655
C 5.435 -2.200 -2.760
C 4.896 -3.249 -3.497
C 4.773 -4.510 -2.939
C 5.197 -4.728 -1.632
C 5.749 -3.682 -0.896
C 5.864 -2.416 -1.461
C 6.226 -3.891 0.508
O 6.665 -2.967 1.154
C 6.132 -5.269 1.065
C 6.615 -5.505 2.347
C 6.537 -6.777 2.891
C 5.971 -7.816 2.160
C 5.485 -7.586 0.885
C 5.566 -6.313 0.331
C 5.039 -6.095 -1.043
O 4.489 -6.975 -1.669
H 5.519 -1.217 -3.205
H 4.580 -3.076 -4.519
H 4.361 -5.343 -3.492
H 6.295 -1.622 -0.866
H 7.050 -4.682 2.897
H 6.918 -6.961 3.886
H 5.913 -8.808 2.589
H 5.043 -8.380 0.298

Atoms 1-2, force components in eV/Å:
C -0.07 -0.01 -0.10
O 0.06 -0.04 0.11

As for the net charge: +1. The value obtained for the lowest unoccupied orbital energy is -2.90 eV. The total energy is -1976.81322 Eh. For the gap between HOMO and LUMO, the calculation gives 0.309 Eh. As for the HOMO energy: -11.3 eV.

(4)
ORCA calculation (wB97M-V/def2-TZVPD) on 2 unconnected molecules or ions with the total composition CH4FO3P2S at a distorted geometry.

Positions of all 12 atoms, in Å:
C 1.096 -0.806 0.337
O -1.925 -0.932 -2.289
O -2.767 -1.202 0.094
O -3.940 0.286 -1.518
F 2.221 1.264 -0.785
P 2.068 1.577 2.114
P 1.001 1.116 0.287
S -2.725 -0.462 -1.168
H 0.076 -1.217 0.334
H 1.551 -1.205 1.310
H 1.866 -1.173 -0.442
H 1.477 2.756 1.726

Atoms 1-2, force components in eV/Å:
C 1.43 -0.16 0.91
O -0.15 -1.47 -0.63

As for the net charge: -1. The value obtained for the lowest unoccupied orbital energy (spin up / spin down) is 3.57 / 0.49 eV. The expectation value of S² is 2.0066. Its multiplicity is 3. The total energy is -1446.96568 Eh. For the gap between HOMO and LUMO (spin up / spin down), the calculation gives 0.222 / 0.215 Eh. As for the HOMO energy (spin up / spin down): -2.5 / -5.4 eV.

(5)
ORCA calculation (wB97M-V/def2-TZVPD) on a molecular structure, C63H79AsP3PbSi.

Positions of all 148 atoms, in Å:
Pb -0.681 1.125 -0.701
C 3.504 2.311 1.541
C 2.711 1.421 0.568
C 2.980 1.750 -0.900
P 2.966 -0.299 1.156
C 4.774 -0.838 1.027
C 5.532 -1.181 2.312
C 5.639 0.056 0.129
C 2.065 -0.445 2.734
C 2.882 -0.391 3.863
C 2.394 -0.666 5.131
C 1.071 -1.025 5.262
C 0.238 -0.990 4.148
C 0.654 -0.665 2.852
Si -0.870 -0.114 1.730
C -2.252 -1.429 1.593
C -2.432 -2.462 2.520
C -3.610 -3.187 2.604
C -4.668 -2.887 1.759
C -4.512 -1.888 0.814
C -3.315 -1.175 0.710
P -3.172 0.007 -0.668
C -4.703 1.018 -0.723
C -4.959 1.745 0.592
C -4.632 1.982 -1.908
C -3.178 -1.030 -2.202
C -4.563 -1.394 -2.736
C -2.343 -2.285 -1.970
C -1.898 1.147 2.786
C -2.600 0.682 3.904
C -3.449 1.489 4.644
C -3.640 2.812 4.276
C -2.977 3.304 3.167
C -2.126 2.485 2.420
P -1.155 3.183 1.065
C 0.237 4.026 1.963
C 0.726 3.147 3.117
C -0.145 5.397 2.530
C -2.016 4.431 0.007
C -2.985 5.444 0.619
C -0.939 5.103 -0.857
H 3.281 3.348 1.289
H 4.575 2.185 1.439
H 3.225 2.155 2.581
H 1.648 1.558 0.782
H 4.033 1.943 -1.085
H 2.437 2.664 -1.151
H 2.629 0.973 -1.583
H 4.670 -1.782 0.493
H 5.801 -0.290 2.879
H 6.463 -1.659 2.005
H 4.998 -1.884 2.947
H 5.188 0.285 -0.831
H 6.554 -0.504 -0.071
H 5.939 0.982 0.608
H 3.925 -0.143 3.767
H 3.050 -0.615 5.990
H 0.664 -1.285 6.230
H -0.807 -1.176 4.328
H -1.637 -2.724 3.206
H -3.710 -3.973 3.342
H -5.601 -3.432 1.828
H -5.334 -1.673 0.142
H -5.515 0.308 -0.907
H -4.162 2.460 0.803
H -5.029 1.062 1.440
H -5.895 2.300 0.524
H -3.852 2.730 -1.761
H -4.420 1.477 -2.851
H -5.582 2.507 -2.016
H -2.658 -0.413 -2.941
H -5.127 -1.993 -2.021
H -4.437 -2.007 -3.631
H -5.163 -0.531 -3.016
H -2.853 -2.982 -1.305
H -1.371 -2.052 -1.528
H -2.174 -2.786 -2.923
H -2.532 -0.354 4.203
H -3.970 1.080 5.499
H -4.305 3.452 4.841
H -3.132 4.334 2.882
H 1.032 4.164 1.224
H -0.002 3.154 3.929
H 1.658 3.555 3.509
H 0.886 2.102 2.842
H -1.004 5.323 3.197
H -0.355 6.138 1.763
H 0.690 5.771 3.125
H -2.601 3.793 -0.661
H -2.545 6.034 1.419
H -3.888 4.963 0.992
H -3.291 6.139 -0.165
H -0.342 5.814 -0.287
H -1.421 5.657 -1.662
H -0.263 4.376 -1.318
C -1.364 -1.234 -5.454
C -0.799 0.093 -5.021
C 0.579 0.270 -4.933
C 1.132 1.506 -4.621
C 2.623 1.717 -4.652
C 0.274 2.570 -4.353
C -1.107 2.428 -4.433
C -2.007 3.618 -4.239
C -1.629 1.180 -4.766
H -1.035 -2.039 -4.792
H -1.026 -1.486 -6.460
H -2.454 -1.219 -5.469
H 1.236 -0.559 -5.181
H 3.140 0.819 -4.988
H 3.018 1.994 -3.673
H 2.883 2.525 -5.336
H 0.694 3.547 -4.129
H -1.784 4.138 -3.306
H -3.058 3.331 -4.234
H -1.869 4.338 -5.047
H -2.703 1.069 -4.883
C 4.568 -5.449 2.707
C 3.535 -4.721 3.285
C 2.863 -3.759 2.547
C 3.245 -3.530 1.227
C 4.272 -4.259 0.637
C 4.933 -5.222 1.387
As 2.207 -2.304 0.148
C 2.696 -2.514 -1.679
C 3.760 -1.976 -2.386
C 3.970 -2.398 -3.691
C 3.118 -3.335 -4.263
C 2.044 -3.854 -3.554
C 1.819 -3.445 -2.246
C 0.736 -3.936 -1.366
C -0.136 -4.976 -1.666
C -1.074 -5.392 -0.730
C -1.148 -4.801 0.525
C -0.277 -3.773 0.858
C 0.621 -3.353 -0.099
H 5.085 -6.202 3.286
H 3.246 -4.910 4.311
H 2.050 -3.204 3.002
H 4.553 -4.095 -0.397
H 5.730 -5.797 0.936
H 4.424 -1.246 -1.944
H 4.800 -2.001 -4.260
H 3.293 -3.663 -5.279
H 1.391 -4.576 -4.026
H -0.074 -5.479 -2.621
H -1.746 -6.202 -0.980
H -1.872 -5.148 1.249
H -0.291 -3.332 1.843

Atoms 1-2, force components in eV/Å:
Pb 0.31 -0.13 -0.14
C -0.08 0.03 -0.03

As for the net charge: +3. The value obtained for the lowest unoccupied orbital energy is -8.25 eV. The total energy is -6189.40675 Eh. For the gap between HOMO and LUMO, the calculation gives 0.232 Eh. As for the HOMO energy: -14.6 eV.

(6)
ORCA calculation (wB97M-V/def2-TZVPD) on 2 unconnected molecules or ions with the total composition C3H10NO at a distorted geometry.

Positions of all 15 atoms, in Å:
C 1.960 -2.004 0.572
N 0.458 -1.781 0.385
H 2.398 -1.041 0.789
H 2.063 -2.732 1.371
H 2.327 -2.502 -0.310
H 0.153 -2.017 -0.552
H 0.212 -0.791 0.499
H -0.081 -2.355 1.040
O -0.840 0.426 -0.543
C -0.715 1.633 -0.609
C -1.821 2.616 -0.404
H 0.230 2.034 -1.020
H -2.352 2.624 -1.359
H -1.461 3.620 -0.204
H -2.531 2.270 0.344

Atoms 1-2, force components in eV/Å:
C -1.09 -0.62 0.10
N 0.54 -0.26 0.46

As for the net charge: +1. The value obtained for the lowest unoccupied orbital energy is -3.38 eV. The energy relative to the best compared isomer or geometry (same formula, charge and spin) comes out at 0.426 eV. The total energy is -250.03816 Eh. For the gap between HOMO and LUMO, the calculation gives 0.395 Eh. As for the HOMO energy: -14.1 eV.